Formula: C2H5N3
Source: the Open Molecules 2025 dataset
Level of theory: ωB97M-V with the def2-TZVPD basis set

Geometry as XYZ:
```
10
C2H5N3 ωB97M-V with the def2-TZVPD basis set
H -1.102 1.087 1.642
N -0.389 0.710 2.259
C 0.461 0.135 1.556
N 0.502 -0.003 0.199
N -0.589 0.209 -0.665
C -0.521 -0.253 -1.855
H 1.298 -0.490 1.915
H 1.279 -0.609 -0.229
H -1.300 -0.087 -2.527
H 0.361 -0.698 -2.297
```


Formula: C2H5N3
Source: the Open Molecules 2025 dataset
Level of theory: ωB97M-V with the def2-TZVPD basis set

Geometry as XYZ:
```
10
C2H5N3 ωB97M-V with the def2-TZVPD basis set
N -2.978 0.594 -0.095
C -1.971 0.080 -0.008
N -0.767 -0.719 0.254
C 0.439 -0.301 -0.338
N 1.192 0.709 0.363
H -0.684 -1.084 1.137
H 1.083 -1.231 -0.382
H 0.267 -0.108 -1.390
H 1.202 1.434 -0.250
H 2.217 0.625 0.708
```


Values of LUMO level, in order: 0.8465; 0.7363, all in eV.